one:
Density functional theory data (ωB97M-V with the def2-TZVPD basis set) for a structure of composition C12H24ClCoIO8.

```
47
C12H24ClCoIO8 | the OMol25 dataset | ωB97M-V with the def2-TZVPD basis set
Co -27.0950 -4.1703 31.2646
I -25.8162 -5.7546 32.9997
Cl -27.8685 -5.5113 29.4788
C -32.4527 -3.9147 32.7720
O -31.1509 -3.8858 32.1865
C -30.0865 -4.2759 32.8734
O -28.9821 -4.2603 32.4202
O -30.3810 -4.6534 34.1174
C -29.3241 -5.2359 34.8723
H -32.6381 -4.8642 33.2685
H -33.1605 -3.7716 31.9630
H -32.5639 -3.1052 33.4951
H -29.1969 -4.6873 35.8046
H -28.3726 -5.2536 34.3357
H -29.5636 -6.2729 35.1101
C -25.5272 -3.6211 27.5815
O -24.8590 -2.5153 28.1787
C -24.9672 -2.4579 29.4800
O -25.6197 -3.2364 30.1355
O -24.2479 -1.4532 29.9471
C -24.2507 -1.2729 31.3548
H -24.9635 -4.5388 27.7452
H -25.6042 -3.4354 26.5146
H -26.5287 -3.7610 27.9908
H -25.2722 -1.1823 31.7324
H -23.7436 -0.3437 31.5796
H -23.8195 -2.1489 31.8392
C -28.4783 -0.6228 28.6524
C -29.0264 -1.8453 29.3381
O -28.3766 -2.4633 30.1408
C -30.4391 -2.2342 29.0456
H -29.1844 0.1957 28.8616
H -28.5059 -0.7620 27.5711
H -27.5262 -0.2999 29.0600
H -31.0397 -2.3261 29.9462
H -30.4211 -3.1808 28.5020
H -30.9311 -1.4937 28.4066
C -28.6261 -0.7575 33.1932
C -27.4454 -1.6467 33.5071
O -27.0147 -2.4261 32.6921
C -26.7688 -1.4836 34.8309
H -28.8959 -0.1614 34.0603
H -29.4445 -1.3399 32.7728
H -28.2947 -0.0834 32.3969
H -26.4344 -0.4725 35.0538
H -25.9743 -2.2189 34.9269
H -27.5304 -1.7291 35.5879
```

LUMO (spin up / spin down) ... 0.18 / 0.18 eV
Charge ... 0
Multiplicity ... 4

Just the natural (NBO) charges please, in e? Sure, here they are:
1 Co 1.4551
2 I -0.7447
3 Cl -0.7936
4 C -0.2526
5 O -0.4972
6 C 1.0264
7 O -0.6710
8 O -0.5172
9 C -0.2884
10 H 0.2025
11 H 0.2010
12 H 0.1851
13 H 0.1833
14 H 0.2489
15 H 0.1971
16 C -0.2794
17 O -0.4733
18 C 1.0260
19 O -0.7221
20 O -0.4789
21 C -0.2649
22 H 0.2023
23 H 0.1924
24 H 0.2303
25 H 0.1924
26 H 0.1984
27 H 0.2094
28 C -0.7183
29 C 0.6272
30 O -0.5943
31 C -0.7302
32 H 0.2281
33 H 0.2426
34 H 0.2303
35 H 0.2467
36 H 0.2676
37 H 0.2080
38 C -0.7281
39 C 0.6441
40 O -0.6074
41 C -0.7289
42 H 0.2208
43 H 0.2483
44 H 0.2453
45 H 0.2379
46 H 0.2569
47 H 0.2361

---

two:
Density functional theory data (ωB97M-V with the def2-TZVPD basis set) for a structure of composition C12H24ClCoIO8.

```
47
C12H24ClCoIO8 | the OMol25 dataset | ωB97M-V with the def2-TZVPD basis set
Co 1.6842 1.0143 0.7237
I 1.9519 4.6137 1.0428
Cl 4.7324 -0.0130 0.5985
C -0.0678 1.3287 5.6387
O 0.5207 -0.0242 5.8490
C 1.1002 -0.6257 4.8721
O 1.2076 -0.1094 3.7363
O 1.6452 -1.8784 5.1713
C 2.2035 -2.6582 4.0927
H -0.5713 1.5454 6.5808
H -0.7549 1.3584 4.7931
H 0.7576 2.0155 5.4514
H 2.7270 -2.0413 3.3623
H 1.4024 -3.2758 3.6867
H 2.9596 -3.2615 4.5952
C 1.8883 -1.0304 -5.4484
O 1.7823 -0.4266 -4.1687
C 1.7113 0.9129 -3.8994
O 1.6444 1.3128 -2.7343
O 1.8925 1.6420 -5.0140
C 1.6825 3.0223 -5.0021
H 1.3422 -1.9646 -5.5795
H 2.9496 -1.2369 -5.5861
H 1.3940 -0.4283 -6.2108
H 2.0253 3.4736 -4.0710
H 0.6079 3.1885 -5.0772
H 2.1036 3.5554 -5.8545
C -0.1807 -4.2032 -0.1671
C -0.2940 -2.7977 -0.6262
O 0.5156 -1.9603 -0.2028
C -1.4426 -2.3556 -1.5386
H 0.7007 -4.3941 0.4451
H -0.0206 -4.7992 -1.0656
H -1.0847 -4.5725 0.3172
H -1.4935 -1.2713 -1.4399
H -2.4197 -2.6729 -1.1744
H -1.2824 -2.5970 -2.5894
C -4.1687 1.1255 0.4894
C -2.9482 1.9474 0.7638
O -1.8222 1.4573 0.7974
C -3.2578 3.3425 0.7971
H -4.9070 1.1781 1.2896
H -3.7285 0.1284 0.4774
H -4.6037 1.2625 -0.5006
H -2.4013 3.9812 1.0129
H -4.0541 3.4851 1.5276
H -3.6286 3.7064 -0.1612
```

LUMO (spin up / spin down) ... -1.15 / -3.06 eV
Charge ... 0
Multiplicity ... 4

Just the natural (NBO) charges please, in e? Sure, here they are:
1 Co 1.1052
2 I -0.2986
3 Cl -0.8221
4 C -0.2447
5 O -0.4898
6 C 1.0036
7 O -0.7162
8 O -0.5143
9 C -0.2538
10 H 0.2030
11 H 0.2038
12 H 0.2078
13 H 0.2256
14 H 0.1820
15 H 0.1968
16 C -0.2541
17 O -0.5130
18 C 1.0046
19 O -0.6301
20 O -0.5156
21 C -0.2581
22 H 0.1912
23 H 0.1977
24 H 0.1920
25 H 0.2103
26 H 0.1775
27 H 0.2023
28 C -0.7179
29 C 0.5955
30 O -0.5646
31 C -0.7247
32 H 0.2441
33 H 0.2332
34 H 0.2335
35 H 0.2403
36 H 0.2248
37 H 0.2386
38 C -0.7345
39 C 0.5994
40 O -0.5666
41 C -0.7271
42 H 0.2333
43 H 0.2328
44 H 0.2407
45 H 0.2436
46 H 0.2337
47 H 0.2487

---

Quick one: least stable of them? two